Entry from the Open Molecules 2025 dataset: C3H10LuNO4S2Si as an isolated structure (ωB97M-V/def2-TZVPD).

XYZ file:
```
22
Properties=species:S:1:pos:R:3:mulliken_charge:R:1
C 0.96 -1.26 1.50 -1.05
Si 0.73 -0.30 -0.05 0.47
C 0.83 1.54 -0.01 -0.60
C 1.96 -0.99 -1.25 -1.17
S -1.18 -0.09 -1.09 0.84
O -1.62 -1.29 -1.70 -0.51
O -0.69 1.06 -2.04 -0.46
N -2.36 0.58 -0.26 -0.42
S -2.78 0.06 1.26 0.96
O -3.93 0.76 1.63 -0.53
O -2.72 -1.37 1.20 -0.51
H 0.43 -0.91 2.38 0.40
H 0.70 -2.31 1.30 0.38
H 2.02 -1.24 1.73 0.42
H 1.27 2.03 0.86 0.43
H 1.45 1.78 -0.90 -0.01
H -0.22 1.84 -0.16 0.40
H 2.73 -0.27 -1.52 0.39
H 2.45 -1.83 -0.78 0.35
H 1.49 -1.36 -2.17 0.40
H -1.77 0.53 2.03 0.09
Lu 0.25 3.04 -1.97 1.71
```

Output
total energy: -2796.557547 a.u.
highest occupied orbital energy: -16.211 eV
charge: +2
multiplicity: 1
gap between HOMO and LUMO: 3.974 eV

=====

Entry from the Open Molecules 2025 dataset: a 2-piece molecular cluster, C3H10N overall (ωB97M-V/def2-TZVPD).

XYZ file:
```
14
Properties=species:S:1:pos:R:3:mulliken_charge:R:1
C 0.99 2.40 2.44 -0.45
H 0.47 1.46 2.32 0.30
H 1.92 2.33 3.01 0.35
H 1.07 3.15 1.61 0.36
H 0.13 2.99 3.11 0.43
C -1.45 -0.39 -0.91 -0.78
C 0.79 -1.29 -1.31 -0.12
N -0.36 -1.38 -0.77 -0.03
H -1.71 -0.41 -1.97 0.38
H -2.31 -0.68 -0.33 0.34
H -1.16 0.61 -0.60 0.27
H 1.07 -0.33 -1.74 0.31
H 1.45 -2.15 -1.28 0.30
H -0.61 -2.28 -0.37 0.34
```

Output
total energy: -174.177331 a.u.
highest occupied orbital energy (spin up / spin down): -21.058 / -21.058 eV
charge: +2
multiplicity: 2
gap between HOMO and LUMO (spin up / spin down): 12.750 / 4.949 eV

=====

Entry from the Open Molecules 2025 dataset: a 2-piece molecular cluster, C3H10N2 overall (ωB97M-V/def2-TZVPD).

XYZ file:
```
15
Properties=species:S:1:pos:R:3:mulliken_charge:R:1
C -1.54 -3.02 1.18 -0.18
N -2.58 -3.01 1.88 -0.47
H -0.87 -2.16 1.09 0.20
H -1.14 -3.93 0.71 0.21
H -2.81 -3.94 2.22 0.25
C 2.46 2.11 -1.16 -1.08
C 1.08 1.51 -1.33 -0.17
N 0.11 2.06 -0.38 -0.58
H 2.50 3.16 -1.44 0.30
H 3.21 1.55 -1.72 0.34
H 2.81 1.99 -0.13 0.33
H 1.12 0.42 -1.29 0.24
H 0.62 1.72 -2.30 0.20
H 0.44 2.86 0.14 0.22
H -0.21 1.46 0.37 0.21
```

Output
total energy: -229.750757 a.u.
highest occupied orbital energy: -9.023 eV
charge: 0
multiplicity: 1
gap between HOMO and LUMO: 9.912 eV
SMILES: C=N.CCN

=====

Entry from the Open Molecules 2025 dataset: a 2-piece molecular cluster, C3H10N2 overall (ωB97M-V/def2-TZVPD).

XYZ file:
```
15
Properties=species:S:1:pos:R:3:mulliken_charge:R:1
C -1.40 3.12 -0.91 -0.20
N -1.68 3.21 -2.13 -0.49
H -0.36 3.20 -0.53 0.21
H -2.08 2.95 -0.08 0.23
H -2.52 2.67 -2.38 0.25
C -0.04 -0.61 0.69 -0.73
N 1.25 -1.21 1.13 -0.41
C 1.43 -2.48 0.47 -0.88
H -0.84 -1.08 1.36 0.25
H -0.27 -0.92 -0.32 0.28
H 0.03 0.46 0.87 0.30
H 2.00 -0.59 0.83 0.26
H 0.72 -3.25 0.79 0.31
H 1.41 -2.44 -0.63 0.32
H 2.35 -3.03 0.83 0.30
```

Output
total energy: -229.733312 a.u.
highest occupied orbital energy: -9.062 eV
charge: 0
multiplicity: 1
gap between HOMO and LUMO: 10.017 eV
SMILES: C=N.CNC

=====

Entry from the Open Molecules 2025 dataset: a 2-piece molecular cluster, C3H10N2 overall (ωB97M-V/def2-TZVPD).

XYZ file:
```
15
Properties=species:S:1:pos:R:3:mulliken_charge:R:1
C 1.75 0.43 -0.75 -0.76
N 0.40 1.13 -0.66 -0.56
H 2.35 1.30 -0.47 0.32
H 1.97 -0.40 -0.09 0.28
H 1.90 0.05 -1.80 0.22
H 0.64 1.94 -0.10 0.22
H 0.34 1.62 -1.57 0.26
C -1.96 -0.69 -0.26 -0.58
C -1.37 -0.64 0.93 -0.01
N -0.12 -1.24 1.23 -0.58
H -1.75 -0.70 -1.32 0.29
H -3.06 -0.47 -0.22 0.18
H -1.63 -0.12 1.84 0.30
H 0.62 -0.57 1.08 0.14
H -0.07 -1.65 2.16 0.25
```

Output
total energy: -229.698033 a.u.
highest occupied orbital energy: -8.361 eV
charge: 0
multiplicity: 1
gap between HOMO and LUMO: 9.360 eV
SMILES: C=CN.CN

=====

Entry from the Open Molecules 2025 dataset: a 2-piece molecular cluster, C3H10N2 overall (ωB97M-V/def2-TZVPD).

XYZ file:
```
15
Properties=species:S:1:pos:R:3:mulliken_charge:R:1
C 4.89 2.25 1.35 -0.65
N 4.82 1.47 0.08 -0.56
H 5.88 2.68 1.53 0.26
H 4.13 3.03 1.40 0.20
H 4.74 1.64 2.24 0.26
H 5.73 1.62 -0.31 0.24
H 4.81 0.49 0.35 0.24
C -4.14 -2.57 -1.20 -0.72
C -4.74 -0.47 -0.46 -0.21
N -4.80 -1.28 -1.41 -0.40
H -4.55 -3.29 -1.90 0.25
H -3.10 -2.42 -1.45 0.28
H -4.28 -2.97 -0.19 0.31
H -5.15 0.53 -0.55 0.26
H -4.27 -0.70 0.51 0.22
```

Output
total energy: -229.752069 a.u.
highest occupied orbital energy: -9.678 eV
charge: 0
multiplicity: 1
gap between HOMO and LUMO: 10.879 eV
SMILES: C=NC.CN

=====

Entry from the Open Molecules 2025 dataset: one molecule with the formula C3H10N2 (ωB97M-V/def2-TZVPD).

XYZ file:
```
15
Properties=species:S:1:pos:R:3:mulliken_charge:R:1
N 1.50 0.32 -0.31 -0.60
C 0.01 0.50 -0.23 0.37
C -0.59 0.56 -1.65 -1.34
C -0.63 -0.57 0.68 -0.75
N 0.23 -0.63 1.98 -0.55
H 1.79 -0.10 -1.13 0.19
H 1.96 0.02 0.44 0.22
H -0.27 1.40 0.19 0.31
H -1.39 1.24 -1.45 0.35
H 0.09 1.23 -2.26 0.35
H -0.78 -0.40 -2.06 0.41
H -0.29 -1.36 0.02 0.30
H -1.69 -0.67 0.87 0.33
H 0.08 -1.61 2.29 0.21
H -0.02 0.09 2.64 0.20
```

Output
total energy: -229.757340 a.u.
highest occupied orbital energy: -8.834 eV
charge: 0
multiplicity: 1
gap between HOMO and LUMO: 10.011 eV
SMILES: C[C@H](N)CN

=====

Entry from the Open Molecules 2025 dataset: a 2-piece molecular cluster, C3H10N2 overall (ωB97M-V/def2-TZVPD).

XYZ file:
```
15
Properties=species:S:1:pos:R:3:mulliken_charge:R:1
C 1.43 -5.07 -3.60 -0.45
C 1.39 -4.41 -4.74 -0.44
H 0.67 -5.79 -3.34 0.23
H 1.98 -4.70 -2.74 0.23
H 0.75 -4.81 -5.53 0.19
H 1.93 -3.55 -5.09 0.24
N -0.23 3.32 3.45 -0.35
C -0.57 2.42 2.40 -0.25
N -1.84 2.87 1.83 -0.19
H -0.20 2.93 4.36 0.27
H 0.33 4.11 3.10 0.26
H 0.20 2.43 1.62 0.35
H -0.70 1.43 2.83 0.32
H -2.35 3.45 2.51 0.30
H -1.87 3.17 0.86 0.30
```

Output
total energy: -229.431072 a.u.
highest occupied orbital energy (spin up / spin down): -11.601 / -11.601 eV
charge: +1
multiplicity: 2
gap between HOMO and LUMO (spin up / spin down): 8.065 / 2.923 eV

=====

Relative energy (zero: lowest compared OMol25 entry of this formula, charge and spin) list, top to bottom, in kcal/mol: 0.0; 59.7; 36.7; 47.7; 69.8; 35.9; 32.6; 39.0